Below is a cluster of 7 separate species, C36H76ClF5N10O11P in total at a distorted geometry, with properties calculated with ωB97M-V/def2-TZVPD.

Positions of all 140 atoms, in Å:
C: -7.753460 -0.934743 -1.586444
C: -7.076272 0.410836 -1.659685
O: -5.837617 0.354247 -0.910674
P: -5.552694 1.570896 0.082407
O: -6.625875 1.833580 1.066594
C: -4.006067 1.070904 0.860848
C: -3.540095 -0.354010 0.540444
C: -2.743699 -0.537496 -0.756317
C: -1.802065 -1.721222 -0.650149
C: -0.588071 -1.951359 -1.642210
C: 0.047133 -0.752930 -2.316475
F: 0.541001 0.043051 -1.312879
F: -0.848547 -0.012177 -3.039221
C: 1.249471 -1.106212 -3.269028
F: 0.813485 -1.207229 -4.560940
F: 2.196702 -0.158111 -3.181161
F: 1.790305 -2.301470 -2.919510
N: -0.949516 -3.078812 -2.528704
C: -1.833815 -2.657688 -3.651000
C: -2.234553 -3.735606 -4.655933
C: -3.333019 -4.685735 -4.229969
O: -1.120223 -4.516853 -5.069651
C: -1.650374 -3.836829 -1.566252
N: -1.419219 -5.100185 -1.375775
C: -2.072937 -5.801889 -0.248366
N: -3.327408 -6.451018 -0.570984
C: -0.449649 -5.793087 -2.287415
C: -0.383188 -7.281056 -2.047918
O: -1.622792 -7.864626 -2.417326
N: -2.425097 -3.073707 -0.714387
Cl: -4.113040 -3.233735 -0.840050
O: -5.352100 2.861562 -0.834132
C: -4.732226 2.885298 -2.129189
C: -3.257318 3.264266 -2.111789
H: -8.265326 -1.080682 -0.639987
H: -7.033509 -1.739451 -1.728960
H: -8.485383 -1.008559 -2.389749
H: -6.837862 0.664419 -2.691074
H: -7.722269 1.182031 -1.244907
H: -4.213809 1.097520 1.927100
H: -3.207701 1.784112 0.676835
H: -2.905202 -0.668655 1.372481
H: -4.399879 -1.018465 0.551933
H: -3.417748 -0.644228 -1.607090
H: -2.119173 0.341340 -0.891311
H: -1.322592 -1.669922 0.326434
H: 0.208962 -2.319862 -0.995173
H: -1.272818 -1.914692 -4.204403
H: -2.739064 -2.155556 -3.295653
H: -2.619311 -3.173764 -5.512512
H: -3.129765 -5.198417 -3.294860
H: -3.438376 -5.450431 -4.996534
H: -4.278849 -4.153067 -4.170176
H: -0.502834 -3.963996 -5.550799
H: -1.371245 -6.532576 0.129178
H: -2.212522 -5.087937 0.557235
H: -3.485646 -6.566015 -1.559036
H: -4.106941 -5.972498 -0.150278
H: -0.773573 -5.620214 -3.304776
H: 0.523609 -5.329651 -2.139649
H: 0.409011 -7.683579 -2.675980
H: -0.124705 -7.517157 -1.018023
H: -2.024727 -8.306320 -1.669488
H: -4.899016 1.940684 -2.641877
H: -5.274347 3.647243 -2.681973
H: -2.867161 3.287447 -1.098975
H: -2.676310 2.573837 -2.714032
H: -3.141054 4.258016 -2.537666
C: -1.989038 1.622398 5.844614
C: -2.430757 1.953462 4.439258
O: -2.480693 1.098798 3.562337
N: -2.782281 3.233579 4.179561
C: -2.794055 4.366354 5.087612
H: -1.750387 0.564980 5.882804
H: -1.105596 2.197641 6.122026
H: -2.781447 1.834561 6.562282
H: -3.081899 3.391130 3.230617
H: -3.800539 4.775455 5.178138
H: -2.131908 5.155012 4.729048
H: -2.458838 4.059809 6.071727
C: -2.064890 -6.075017 5.056994
C: -1.539883 -6.526322 3.716604
O: -2.112631 -6.226418 2.673988
N: -0.417603 -7.282227 3.708323
C: 0.373579 -7.729157 4.842936
H: -2.961719 -5.488630 4.889535
H: -2.311679 -6.929907 5.686299
H: -1.330016 -5.461300 5.578051
H: -0.120257 -7.566057 2.789680
H: 1.396353 -7.358825 4.769957
H: 0.402370 -8.817867 4.887473
H: -0.058322 -7.360727 5.765781
C: -1.984085 7.561547 -5.240994
C: -2.117304 6.805985 -3.939975
O: -3.186040 6.348527 -3.567493
N: -0.996137 6.655225 -3.190039
C: 0.345837 7.128528 -3.474236
H: -2.960676 7.594025 -5.711909
H: -1.638051 8.580452 -5.067501
H: -1.280284 7.066922 -5.910765
H: -1.150820 6.153568 -2.330523
H: 1.045243 6.294962 -3.532302
H: 0.692354 7.812871 -2.699243
H: 0.366891 7.652802 -4.422257
C: 4.943836 1.489774 -2.335246
C: 5.566910 2.866035 -2.242036
O: 5.945674 3.465593 -3.234117
N: 5.669650 3.411811 -1.004873
C: 5.264028 2.844551 0.271916
H: 4.924071 1.196334 -3.379968
H: 5.520027 0.757411 -1.769195
H: 3.924402 1.504222 -1.948208
H: 6.086198 4.328906 -1.004377
H: 4.519352 3.487321 0.743517
H: 6.122259 2.769366 0.940150
H: 4.837546 1.856215 0.143989
C: 5.198977 -0.440610 4.296562
C: 5.695332 0.923496 3.861812
O: 5.034640 1.934283 4.064845
N: 6.891977 0.985487 3.238605
C: 7.790131 -0.102361 2.916282
H: 4.234613 -0.309940 4.776890
H: 5.085128 -1.106714 3.440229
H: 5.888708 -0.901282 5.004054
H: 7.175136 1.925913 2.975904
H: 8.757790 0.040633 3.399674
H: 7.959944 -0.158465 1.839067
H: 7.379330 -1.050553 3.247974
C: 7.213383 5.553434 3.237756
C: 8.261096 4.700054 2.566259
O: 8.151107 3.479333 2.524365
N: 9.327154 5.313226 2.011459
C: 9.624158 6.733733 1.969193
H: 6.440411 4.894585 3.622796
H: 7.643759 6.119965 4.063447
H: 6.769601 6.255293 2.530830
H: 9.983396 4.679158 1.583502
H: 9.696842 7.081465 0.938398
H: 10.568537 6.944649 2.471261
H: 8.840084 7.293730 2.465866

Atomic forces in eV per Å
-0.121 -0.052 -0.179
-0.046 -0.264 0.098
-0.046 0.081 -0.434
-0.802 0.604 0.993
0.590 -0.192 -0.604
0.026 -0.418 -0.341
0.114 -0.135 0.355
-0.176 -0.018 0.036
0.270 0.102 0.009
-0.144 -0.130 0.089
-0.189 0.723 0.028
-0.385 -0.432 -0.624
0.548 -0.203 0.472
0.300 -0.204 -0.410
0.642 0.151 1.271
-0.771 -0.839 -0.355
-0.238 1.003 -0.276
-0.076 0.076 0.394
-0.150 0.132 -0.257
0.146 -0.139 -0.101
-0.010 -0.073 -0.217
-0.200 -0.058 0.136
-0.020 -0.884 -0.176
-0.163 0.635 -0.334
-0.390 -0.391 0.253
0.112 0.179 0.121
-0.145 -0.160 0.301
-0.281 -0.089 0.088
0.135 0.143 -0.271
0.480 0.279 0.064
-0.129 -0.158 -0.018
0.225 -0.226 0.020
-0.136 0.212 -0.184
-0.115 0.157 -0.031
0.040 -0.008 0.126
0.098 -0.024 -0.015
-0.120 -0.022 0.018
0.116 0.067 -0.045
0.002 0.112 0.009
-0.022 0.153 0.058
0.061 0.166 -0.058
0.047 0.089 0.076
-0.021 -0.011 0.029
0.070 0.202 -0.140
0.039 0.159 -0.204
-0.159 0.084 0.145
0.159 -0.107 -0.120
0.058 0.013 0.022
-0.076 0.002 0.107
-0.025 0.047 -0.052
-0.021 0.013 0.117
-0.003 -0.036 -0.041
-0.074 0.035 0.216
0.214 0.131 -0.125
0.251 0.026 -0.077
-0.020 0.064 -0.027
0.049 -0.111 -0.107
-0.089 0.041 -0.019
0.080 0.087 -0.175
0.056 0.080 -0.029
0.084 0.017 -0.129
0.106 -0.076 0.049
-0.064 -0.160 0.235
0.004 -0.214 0.088
-0.159 -0.002 -0.012
0.072 -0.106 0.139
0.200 -0.168 -0.002
0.106 0.082 0.039
0.018 -0.026 -0.036
-0.047 -0.079 0.028
0.087 -0.014 0.011
0.038 0.101 0.023
-0.049 -0.054 -0.138
0.000 -0.023 -0.026
-0.009 0.019 0.036
0.011 0.030 0.025
-0.037 0.003 -0.018
-0.009 -0.007 0.034
0.027 -0.002 0.024
0.011 0.004 0.037
-0.018 0.027 -0.032
-0.187 0.050 0.101
0.215 -0.039 -0.075
0.070 0.009 0.047
-0.029 -0.010 -0.157
-0.017 0.009 -0.029
0.022 0.001 0.035
0.007 -0.019 0.040
0.003 -0.037 -0.037
0.000 0.024 0.023
-0.021 -0.008 0.027
-0.003 0.006 0.041
-0.052 -0.022 0.000
0.006 0.103 -0.089
-0.029 -0.080 0.023
0.113 0.003 0.005
-0.088 -0.083 0.108
-0.028 -0.009 0.009
0.030 0.008 -0.017
0.027 0.024 -0.010
0.007 0.006 0.042
0.044 -0.027 -0.034
-0.016 0.038 0.000
-0.006 0.025 -0.042
0.006 0.002 -0.032
-0.065 -0.019 -0.061
0.008 -0.007 0.014
-0.058 -0.129 0.050
0.188 0.337 -0.025
0.025 0.038 -0.026
-0.022 -0.014 0.036
0.001 -0.038 0.041
0.031 0.014 0.016
-0.049 -0.098 0.075
-0.039 -0.055 0.053
-0.013 -0.022 -0.053
-0.038 0.052 0.026
0.026 -0.027 -0.011
-0.068 -0.022 -0.029
-0.086 0.037 -0.097
-0.015 0.143 0.017
-0.015 0.032 0.004
0.032 -0.035 0.010
0.015 -0.041 -0.019
0.118 -0.022 0.102
0.003 -0.027 0.020
-0.015 -0.028 -0.004
0.003 -0.033 0.005
-0.021 -0.055 -0.005
-0.151 0.042 0.127
0.136 -0.048 -0.188
0.035 0.072 -0.040
0.044 -0.136 -0.031
0.001 -0.035 -0.003
-0.003 0.044 -0.007
0.013 0.044 0.017
0.025 -0.016 -0.010
-0.027 0.017 -0.003
-0.010 0.016 0.029
-0.022 0.026 0.017

Calculated values
Molar mass = 986.5 g mol⁻¹
Total charge = +1
LUMO = -3.44 eV
Highest occupied orbital energy = -10.43 eV
DFT total energy = -111384.551 eV
Gap between HOMO and LUMO = 6.98 eV

Results of the Mulliken charge analysis, in e, for atoms 1 through 99:
1. C -1.17
2. C -0.28
3. O -0.11
4. P 0.68
5. O -0.79
6. C -0.57
7. C -1.28
8. C -0.72
9. C -0.35
10. C -0.21
11. C 0.38
12. F -0.36
13. F -0.26
14. C 0.71
15. F -0.25
16. F -0.18
17. F -0.27
18. N 0.57
19. C -0.33
20. C -0.40
21. C -1.30
22. O -0.59
23. C -0.85
24. N 0.53
25. C -1.46
26. N -0.40
27. C 0.06
28. C -0.81
29. O -0.57
30. N 0.18
31. Cl -0.04
32. O -0.43
33. C -0.08
34. C -0.39
35. H 0.32
36. H 0.15
37. H 0.42
38. H 0.26
39. H 0.43
40. H 0.25
41. H 0.41
42. H 0.93
43. H 0.33
44. H 0.34
45. H 0.68
46. H 0.41
47. H 0.68
48. H 0.94
49. H -0.21
50. H 0.66
51. H 0.10
52. H 0.43
53. H 0.40
54. H 0.35
55. H 0.24
56. H 0.77
57. H 0.28
58. H 0.32
59. H 0.15
60. H 0.32
61. H 0.46
62. H 0.34
63. H 0.39
64. H 0.09
65. H 0.44
66. H 0.25
67. H 0.12
68. H -0.10
69. C -1.48
70. C 0.89
71. O -0.57
72. N -0.08
73. C -0.92
74. H 0.28
75. H 0.40
76. H 0.39
77. H 0.16
78. H 0.30
79. H 0.30
80. H 0.36
81. C -1.46
82. C 0.85
83. O -0.59
84. N -0.11
85. C -0.89
86. H 0.29
87. H 0.40
88. H 0.40
89. H 0.17
90. H 0.29
91. H 0.30
92. H 0.34
93. C -1.38
94. C 0.84
95. O -0.66
96. N -0.13
97. C -0.86
98. H 0.30
99. H 0.37